C33H37BIrN6O3P | the ωB97M-V functional and the def2-TZVPD basis

Properties
- 2S+1 = 1
- relative energy (zero: lowest compared OMol25 entry of this formula, charge and spin) (kJ/mol) = 83.0
- net charge = +2
- E_tot (Ha) = -2304.147662

Geometry as XYZ:
```
82
C33H37BIrN6O3P, DFT the ωB97M-V functional and the def2-TZVPD basis
Ir -0.01 -0.32 0.15
C -1.43 -2.37 -4.70
C -1.37 -2.30 -3.21
C -1.89 -3.17 -2.25
C -1.55 -2.61 -1.02
N -0.85 -1.50 -1.24
N -0.75 -1.30 -2.56
B 0.02 -0.02 -2.94
N 1.43 -0.15 -2.34
N 1.64 -0.13 -0.99
C 2.97 -0.19 -0.79
C 3.60 -0.36 -2.02
C 2.60 -0.30 -2.97
C 2.72 -0.35 -4.46
C 3.70 0.02 0.47
C 4.63 -0.91 0.92
C 5.42 -0.62 2.02
C 5.29 0.60 2.66
C 4.39 1.55 2.19
C 3.60 1.26 1.09
N -0.65 1.17 -2.22
N -0.88 1.15 -0.87
C -1.55 2.28 -0.53
C -1.70 3.04 -1.69
C -1.14 2.31 -2.72
C -1.07 2.64 -4.17
C -2.10 2.57 0.79
C -2.07 3.88 1.28
C -2.66 4.19 2.49
C -3.30 3.19 3.23
C -3.36 1.90 2.74
C -2.76 1.59 1.52
C -1.83 -2.98 0.36
C -2.15 -4.28 0.71
C -2.38 -4.61 2.04
C -2.30 -3.63 3.03
C -1.99 -2.32 2.69
C -1.77 -2.01 1.36
H -1.96 -3.27 -5.01
H -1.96 -1.50 -5.11
H -0.43 -2.38 -5.13
H -2.46 -4.06 -2.44
H 0.08 0.13 -4.11
H 4.66 -0.40 -2.19
H 3.77 -0.42 -4.73
H 2.21 -1.22 -4.86
H 2.30 0.54 -4.92
H 4.73 -1.87 0.41
H 6.14 -1.35 2.38
H 5.92 0.83 3.52
H 4.32 2.51 2.68
H 2.96 2.01 0.66
H -2.22 3.98 -1.77
H -1.52 3.61 -4.35
H -0.03 2.68 -4.51
H -1.59 1.90 -4.77
H -1.58 4.66 0.70
H -2.63 5.20 2.87
H -3.78 3.44 4.17
H -3.90 1.14 3.28
H -2.90 0.61 1.10
H -2.19 -5.05 -0.04
H -2.62 -5.63 2.31
H -2.49 -3.89 4.06
H -1.96 -1.55 3.44
H -1.66 -0.92 1.13
C -0.57 0.56 4.58
O -0.53 0.27 3.16
P 0.77 0.59 2.30
O 1.22 2.03 2.70
C 1.13 3.21 1.88
O 1.90 -0.28 2.98
C 1.81 -1.71 2.86
H -0.01 -0.19 5.13
H -1.62 0.54 4.87
H -0.17 1.55 4.78
H 2.12 3.67 1.85
H 0.42 3.89 2.34
H 0.80 2.96 0.87
H 1.14 -2.00 2.03
H 1.41 -2.13 3.78
H 2.80 -2.09 2.66
```